Density functional theory data (ωB97M-V/def2-TZVPD) for a structure of composition C56H51AsF3O3PSiY at a distorted geometry.

The geometry in XYZ format:
```
117
Properties=species:S:1:pos:R:3
Y -0.70 1.24 0.58
C -2.73 0.98 -3.03
C -2.17 2.25 -3.26
C -2.12 2.93 -2.06
C -2.61 2.07 -1.03
C -3.02 0.86 -1.68
H -2.90 0.23 -3.78
H -1.85 2.63 -4.22
H -1.78 3.94 -1.91
H -3.13 2.47 -0.16
H -3.54 0.04 -1.21
C 2.61 -1.75 2.69
C 1.82 -0.44 2.66
C 1.86 0.27 4.01
O 0.45 -0.70 2.32
C 2.45 0.50 1.56
O 3.67 0.63 1.59
O 1.64 1.02 0.74
H 2.28 -2.38 3.53
H 3.66 -1.53 2.79
H 2.45 -2.29 1.76
H 1.58 -0.41 4.82
H 1.14 1.10 3.99
H 2.85 0.67 4.21
H 0.08 -1.15 3.09
C 1.79 -2.78 -1.30
C 1.66 -3.00 -2.80
As 3.34 -3.40 -3.77
C 2.51 -3.06 -5.53
C 2.27 -1.73 -5.87
C 1.68 -1.39 -7.08
C 1.32 -2.39 -7.97
C 1.55 -3.71 -7.65
C 2.14 -4.04 -6.44
C 3.30 -5.36 -3.90
C 2.31 -6.19 -3.41
C 2.35 -7.56 -3.63
C 3.39 -8.12 -4.34
C 4.41 -7.30 -4.82
C 4.36 -5.94 -4.60
P 0.82 -1.29 -0.67
C -0.80 -1.82 -1.38
C -1.22 -1.77 -2.70
C -2.43 -2.34 -3.06
C -3.23 -2.96 -2.12
C -2.83 -3.00 -0.79
C -1.62 -2.43 -0.43
C 1.49 -0.06 -1.85
C 0.67 0.88 -2.47
C 1.22 1.89 -3.24
C 2.59 1.99 -3.39
C 3.41 1.07 -2.76
C 2.87 0.06 -1.99
H 2.83 -2.60 -1.01
H 1.45 -3.65 -0.73
H 1.32 -2.07 -3.27
H 0.90 -3.75 -3.02
H 2.55 -0.94 -5.17
H 1.50 -0.36 -7.32
H 0.87 -2.13 -8.92
H 1.27 -4.49 -8.33
H 2.31 -5.09 -6.20
H 1.48 -5.78 -2.84
H 1.55 -8.19 -3.25
H 3.42 -9.18 -4.53
H 5.23 -7.73 -5.38
H 5.15 -5.30 -4.97
H -0.63 -1.30 -3.47
H -2.76 -2.30 -4.09
H -4.18 -3.40 -2.41
H -3.46 -3.47 -0.05
H -1.30 -2.46 0.60
H -0.41 0.81 -2.40
H 0.56 2.61 -3.72
H 3.01 2.78 -3.99
H 4.49 1.15 -2.86
H 3.53 -0.61 -1.45
C -6.33 3.24 1.87
C -6.51 1.86 1.91
C -5.42 1.03 2.11
C -4.13 1.53 2.27
C -3.98 2.91 2.22
C -5.06 3.76 2.04
Si -2.60 0.38 2.42
C -2.01 0.61 4.24
C -1.71 -0.48 5.05
C -1.31 -0.33 6.37
C -1.20 0.94 6.92
C -1.48 2.04 6.13
C -1.86 1.87 4.81
H -7.17 3.89 1.71
H -7.49 1.45 1.76
H -5.58 -0.05 2.14
H -2.99 3.35 2.31
H -4.90 4.83 2.01
H -3.26 -0.97 2.56
H -1.80 -1.49 4.65
H -1.08 -1.20 6.97
H -0.91 1.06 7.95
H -1.39 3.04 6.55
H -2.06 2.76 4.22
F 1.79 6.57 7.96
C 1.26 7.26 6.94
F 2.19 8.19 6.61
F 0.23 7.96 7.46
C 0.86 6.42 5.77
C 0.13 6.99 4.74
C -0.21 6.24 3.64
C 0.18 4.90 3.55
C 0.92 4.34 4.60
C 1.26 5.09 5.70
C -0.12 4.07 2.44
C -0.34 3.31 1.51
H -0.16 8.03 4.80
H -0.78 6.68 2.83
H 1.24 3.31 4.52
H 1.83 4.65 6.50
```

**LUMO energy**: 2.16 eV
**Total charge**: -1
**Energy above the lowest of the compared OMol25 structures with the same formula, charge and spin**: 3.1932 eV
**Orbital gap**: 7.11 eV

Löwdin atomic charge list, values in e, 6 entries:
1 Y 1.300
2 C -0.181
3 C -0.189
4 C -0.174
5 C -0.319
6 C -0.183

=====

Density functional theory data (ωB97M-V/def2-TZVPD) for a cluster of 4 separate species, C56H52N3O6 in total at a distorted geometry.

The geometry in XYZ format:
```
117
Properties=species:S:1:pos:R:3
C -4.21 2.39 2.91
C -3.69 1.52 1.80
C -2.99 0.27 2.24
C -3.83 1.86 0.55
C -3.26 1.09 -0.60
C -2.96 1.98 -1.83
C -1.97 1.28 -2.75
C -2.44 -0.15 -3.07
C -1.84 2.04 -4.11
C -0.39 2.50 -4.39
C 0.20 2.04 -5.72
C 1.64 2.53 -5.76
N 2.29 1.99 -6.97
C 2.51 0.67 -6.75
N 3.55 0.11 -7.36
N 1.69 -0.02 -5.91
C 0.30 0.52 -5.94
H -3.98 3.44 2.73
H -5.27 2.23 3.09
H -3.70 2.10 3.83
H -2.42 0.49 3.14
H -2.30 -0.13 1.50
H -3.73 -0.49 2.50
H -4.43 2.74 0.36
H -2.34 0.57 -0.35
H -3.97 0.31 -0.90
H -3.91 2.08 -2.36
H -2.58 2.94 -1.48
H -0.99 1.21 -2.28
H -1.79 -0.59 -3.82
H -3.43 -0.08 -3.53
H -2.42 -0.83 -2.22
H -2.43 2.94 -4.00
H -2.28 1.48 -4.93
H -0.38 3.59 -4.41
H 0.31 2.23 -3.60
H -0.34 2.43 -6.58
H 2.14 2.18 -4.85
H 1.61 3.61 -5.69
H 3.20 2.42 -7.08
H 3.73 0.33 -8.33
H 4.21 -0.49 -6.89
H 2.04 -0.04 -4.95
H -0.27 -0.07 -5.23
H -0.06 0.29 -6.93
C -6.87 -2.47 2.01
C -6.85 -1.34 1.20
C -7.77 -0.33 1.39
C -8.73 -0.45 2.39
C -8.76 -1.60 3.19
C -7.82 -2.60 3.00
C -9.81 -1.77 4.24
O -9.84 -2.76 4.93
C -10.83 -0.69 4.40
C -11.85 -0.85 5.33
C -12.79 0.14 5.50
C -12.72 1.31 4.75
C -11.71 1.48 3.82
C -10.77 0.47 3.63
C -9.71 0.65 2.60
O -9.64 1.67 1.94
H -6.14 -3.26 1.86
H -6.11 -1.25 0.41
H -7.76 0.55 0.77
H -7.84 -3.48 3.63
H -11.90 -1.76 5.92
H -13.59 0.01 6.23
H -13.45 2.09 4.89
H -11.66 2.38 3.23
C 3.05 -0.10 -2.74
C 1.76 -0.58 -2.52
C 1.56 -1.74 -1.79
C 2.65 -2.42 -1.27
C 3.95 -1.95 -1.51
C 4.14 -0.78 -2.23
C 5.13 -2.71 -1.00
O 6.25 -2.29 -1.20
C 4.90 -3.97 -0.26
C 6.00 -4.71 0.18
C 5.80 -5.88 0.89
C 4.51 -6.31 1.17
C 3.42 -5.58 0.74
C 3.61 -4.42 0.02
C 2.42 -3.66 -0.47
O 1.30 -4.03 -0.23
H 3.20 0.82 -3.30
H 0.90 -0.05 -2.93
H 0.56 -2.11 -1.62
H 5.14 -0.41 -2.40
H 7.00 -4.37 -0.04
H 6.65 -6.46 1.22
H 4.36 -7.23 1.74
H 2.41 -5.93 0.96
C 7.68 0.12 -0.85
C 7.88 1.48 -1.05
C 8.13 2.32 0.02
C 8.16 1.80 1.31
C 7.94 0.44 1.52
C 7.71 -0.40 0.43
C 7.93 -0.13 2.89
O 7.74 -1.31 3.07
C 8.15 0.79 4.04
C 8.08 0.29 5.34
C 8.30 1.14 6.41
C 8.58 2.48 6.20
C 8.64 2.99 4.91
C 8.42 2.15 3.83
C 8.45 2.71 2.45
O 8.69 3.89 2.27
H 7.50 -0.53 -1.69
H 7.85 1.89 -2.06
H 8.29 3.38 -0.14
H 7.55 -1.45 0.60
H 7.87 -0.75 5.50
H 8.24 0.75 7.42
H 8.76 3.14 7.05
H 8.86 4.03 4.75
```

**LUMO energy**: -4.00 eV
**Total charge**: +1
**Orbital gap**: 6.51 eV

Löwdin atomic charge list, values in e, 6 entries:
1 C -0.052
2 C -0.360
3 C -0.043
4 C -0.102
5 C -0.200
6 C -0.171

=====

Density functional theory data (ωB97M-V/def2-TZVPD) for a structure of composition C56H53BrI2N8O3PRb.

The geometry in XYZ format:
```
125
Properties=species:S:1:pos:R:3
Rb -0.64 1.46 0.26
C -6.03 -2.36 4.24
C -6.51 -3.35 3.31
C -6.17 -3.32 1.99
C -5.33 -2.27 1.52
C -4.77 -1.95 0.31
N -3.99 -0.81 0.46
C -4.00 -0.41 1.79
N -3.19 0.64 2.21
C -3.74 1.83 2.24
C -5.21 2.23 2.39
C -6.38 1.58 2.74
C -7.55 2.33 2.84
C -7.56 3.69 2.55
C -6.40 4.34 2.15
C -5.24 3.59 2.11
C -3.87 3.87 1.58
N -3.74 4.64 0.53
C -3.10 4.03 -0.51
N -2.93 2.71 -0.60
C -2.50 2.40 -1.86
N -2.22 1.19 -2.30
C -2.39 -0.04 -1.86
N -1.97 -1.04 -2.70
C -3.45 -2.06 -1.34
N -4.47 -2.67 -0.86
C -2.52 -2.22 -2.43
C -1.67 -3.42 -2.38
C -0.99 -3.54 -1.23
C -0.97 -2.57 -0.11
C -1.70 -1.48 0.16
C -2.92 -0.90 -0.57
C -2.35 3.62 -2.63
C -1.94 3.88 -3.94
C -1.93 5.20 -4.36
C -2.33 6.24 -3.51
C -2.74 5.98 -2.22
C -2.74 4.67 -1.78
N -3.00 2.93 2.01
C -4.83 -1.29 2.46
C -5.21 -1.36 3.83
H -6.33 -2.44 5.28
H -7.14 -4.15 3.68
H -6.53 -4.07 1.30
H -6.41 0.52 2.92
H -8.47 1.84 3.12
H -8.49 4.25 2.63
H -6.39 5.38 1.87
H -1.60 -4.18 -3.15
H -0.35 -4.42 -1.08
H -0.17 -2.75 0.60
H -1.46 -0.94 1.07
H -1.63 3.07 -4.59
H -1.61 5.43 -5.37
H -2.32 7.26 -3.88
H -3.06 6.78 -1.56
H -4.84 -0.62 4.53
O 1.66 -0.45 -0.31
P 3.06 -0.45 -0.85
C 3.45 1.10 -1.77
C 2.14 1.78 -2.19
C 1.54 1.19 -3.46
C 2.54 1.29 -4.60
C 3.85 0.59 -4.26
C 4.44 1.08 -2.94
C 4.18 -0.38 0.60
C 5.67 -0.02 0.43
C 6.59 -1.23 0.28
C 6.36 -2.25 1.39
C 4.89 -2.68 1.45
C 3.98 -1.48 1.65
C 3.21 -1.93 -1.92
C 2.44 -3.10 -1.28
C 2.79 -4.44 -1.95
C 3.05 -4.23 -3.43
C 4.33 -3.39 -3.63
C 4.56 -2.42 -2.46
H 3.87 1.73 -0.98
H 2.35 2.84 -2.34
H 1.46 1.71 -1.35
H 0.61 1.71 -3.70
H 1.24 0.15 -3.29
H 2.74 2.35 -4.81
H 2.12 0.87 -5.52
H 4.59 0.74 -5.06
H 3.68 -0.49 -4.22
H 4.75 2.13 -3.08
H 5.36 0.54 -2.69
H 3.69 0.51 1.04
H 5.97 0.51 1.34
H 5.81 0.68 -0.39
H 7.63 -0.90 0.28
H 6.42 -1.71 -0.69
H 6.64 -1.80 2.35
H 7.01 -3.12 1.25
H 4.75 -3.40 2.27
H 4.63 -3.22 0.54
H 4.19 -1.05 2.63
H 2.92 -1.77 1.67
H 2.62 -1.61 -2.79
H 1.38 -2.89 -1.37
H 2.64 -3.16 -0.21
H 1.97 -5.15 -1.79
H 3.67 -4.89 -1.48
H 2.19 -3.72 -3.87
H 3.14 -5.18 -3.96
H 4.26 -2.83 -4.56
H 5.20 -4.05 -3.72
H 5.21 -1.61 -2.78
H 5.09 -2.94 -1.66
O 0.58 1.23 2.79
O 1.91 1.31 2.25
I 2.48 3.25 1.40
I 3.54 5.55 0.00
Br 0.21 -0.82 8.42
C 0.36 -0.17 6.64
C -0.78 0.00 5.87
C -0.68 0.47 4.58
C 0.59 0.77 4.06
C 1.74 0.60 4.82
C 1.61 0.13 6.13
H -1.76 -0.24 6.28
H -1.55 0.60 3.94
H 2.70 0.83 4.39
H 2.49 -0.01 6.74
```

**LUMO energy (spin up / spin down)**: 3.48 / 3.48 eV
**Total charge**: -2
**Energy above the lowest of the compared OMol25 structures with the same formula, charge and spin**: 6.4377 eV
**Orbital gap (spin up / spin down)**: 4.60 / 4.75 eV

Löwdin atomic charge list, values in e, 6 entries:
1 Rb 0.866
2 C -0.116
3 C -0.122
4 C -0.045
5 C -0.112
6 C -0.212

=====

Density functional theory data (ωB97M-V/def2-TZVPD) for a cluster of 4 separate species, C56H56BrIN4O12P2 in total at a distorted geometry.

The geometry in XYZ format:
```
132
Properties=species:S:1:pos:R:3
H 0.00 1.62 -5.17
N -0.88 1.23 -5.53
C -1.55 0.77 -4.58
C -1.12 0.77 -3.12
C -2.25 0.30 -2.21
O -1.90 0.01 -0.87
C -0.94 0.80 -0.18
C -1.29 0.68 1.31
C -2.44 1.54 1.76
N -2.06 2.98 1.79
N -2.73 1.09 3.16
N -3.65 1.35 1.00
C 0.49 0.25 -0.33
C 1.45 1.40 -0.09
C 1.62 2.32 -1.30
C 2.87 3.20 -1.24
C 2.57 4.62 -0.72
C 2.70 4.67 0.80
O 2.05 5.80 1.36
C 0.67 5.58 1.53
O 0.71 -0.79 0.64
C 1.81 -1.56 0.38
I 3.11 -1.49 2.13
P 1.32 -3.33 -0.09
O 2.47 -4.26 0.63
O 1.77 -3.36 -1.68
P -3.68 1.48 -2.56
O -4.90 0.87 -1.66
Br -3.09 3.48 -1.69
H -2.51 0.32 -4.80
H -0.74 1.75 -2.86
H -0.30 0.05 -3.09
H -2.61 -0.64 -2.61
H -0.93 1.85 -0.44
H -1.56 -0.36 1.46
H -0.45 0.93 1.94
H -2.90 3.50 1.58
H -1.81 3.19 2.74
H -3.36 1.75 3.60
H -1.87 1.03 3.71
H -4.36 2.00 1.32
H -4.00 0.43 1.27
H 0.63 -0.20 -1.31
H 2.43 1.03 0.20
H 1.10 2.01 0.74
H 1.61 1.74 -2.22
H 0.77 2.99 -1.34
H 3.63 2.75 -0.61
H 3.30 3.30 -2.23
H 3.26 5.31 -1.19
H 1.56 4.90 -1.02
H 2.28 3.76 1.22
H 3.75 4.73 1.05
H 0.28 6.39 2.13
H 0.14 5.52 0.58
H 0.49 4.64 2.06
H 2.41 -1.15 -0.43
H 3.35 -3.89 0.42
H 2.63 -2.90 -1.78
H -5.68 0.89 -2.23
O -1.35 -6.74 -3.40
C -2.22 -6.99 -2.59
C -3.52 -7.58 -3.02
C -3.71 -7.86 -4.37
C -4.90 -8.45 -4.78
C -5.89 -8.74 -3.86
C -5.71 -8.44 -2.52
C -4.52 -7.86 -2.10
C -4.34 -7.53 -0.65
O -5.24 -7.72 0.14
C -3.04 -6.96 -0.22
C -2.84 -6.67 1.13
C -1.62 -6.17 1.55
C -0.60 -5.95 0.64
C -0.80 -6.22 -0.70
C -2.02 -6.72 -1.14
H -2.94 -7.64 -5.08
H -5.05 -8.67 -5.83
H -6.81 -9.21 -4.18
H -6.48 -8.67 -1.80
H -3.64 -6.85 1.84
H -1.47 -5.95 2.60
H 0.35 -5.57 0.98
H 0.00 -6.04 -1.42
O 9.96 -4.31 -4.05
C 8.88 -4.05 -3.57
C 8.76 -3.15 -2.39
C 9.91 -2.59 -1.85
C 9.81 -1.72 -0.77
C 8.56 -1.41 -0.24
C 7.42 -1.98 -0.77
C 7.51 -2.86 -1.84
C 6.27 -3.48 -2.39
O 5.19 -3.27 -1.87
C 6.39 -4.36 -3.58
C 5.24 -4.92 -4.12
C 5.33 -5.72 -5.25
C 6.56 -5.96 -5.84
C 7.71 -5.42 -5.29
C 7.63 -4.62 -4.16
H 10.87 -2.83 -2.27
H 10.70 -1.28 -0.35
H 8.48 -0.72 0.60
H 6.45 -1.75 -0.35
H 4.28 -4.73 -3.67
H 4.43 -6.15 -5.67
H 6.63 -6.58 -6.72
H 8.68 -5.61 -5.74
O -5.01 8.98 7.24
C -4.57 8.22 6.41
C -5.33 7.00 6.01
C -6.57 6.76 6.59
C -7.31 5.65 6.20
C -6.81 4.78 5.24
C -5.57 5.01 4.68
C -4.82 6.11 5.06
C -3.47 6.33 4.46
O -3.00 5.53 3.68
C -2.72 7.55 4.84
C -1.48 7.79 4.27
C -0.78 8.94 4.59
C -1.31 9.86 5.48
C -2.54 9.62 6.07
C -3.25 8.47 5.76
H -6.96 7.44 7.33
H -8.28 5.47 6.64
H -7.39 3.92 4.93
H -5.17 4.33 3.93
H -1.07 7.08 3.57
H 0.19 9.13 4.13
H -0.77 10.76 5.73
H -2.96 10.33 6.77
```

**LUMO energy**: -1.28 eV
**SMILES**: [H]/N=C\C[C@@H](O[C@@H](CC(N)(N)N)[C@@H](CCCCCOC)O[C@@H](I)P(O)O)P(O)Br.O=C1c2ccccc2C(=O)c2ccccc21.O=C1c2ccccc2C(=O)c2ccccc21.O=C1c2ccccc2C(=O)c2ccccc21
**Total charge**: 0
**Orbital gap**: 7.22 eV

Löwdin atomic charge list, values in e, 6 entries:
1 H 0.050
2 N 0.098
3 C -0.293
4 C -0.212
5 C -0.486
6 O -0.100

=====

Number 1: molar mass 1051.90 g mol⁻¹. Number 2: molar mass 863.05 g mol⁻¹. Number 3: molar mass 1336.25 g mol⁻¹. Number 4: molar mass 1245.84 g mol⁻¹.